The molecule C23H30N2O3S in a non-equilibrium geometry, computed with ωB97M-V with the def2-TZVPD basis set.

```
! wB97M-V def2-TZVPD RIJCOSX def2/J DEFGRID3
* xyz 0 1
C -1.2278 -1.2169 -5.9941
S 0.0533 -0.9176 -4.7507
C -0.4567 0.7607 -4.1809
C -1.7705 0.7317 -3.5091
C -3.0394 0.8989 -3.9966
C -3.9074 0.7158 -2.9028
C -3.1158 0.4316 -1.8173
C -3.6168 0.2248 -0.4433
O -4.7758 0.5449 -0.2080
N -2.8264 -0.3248 0.5045
C -1.4473 -0.7374 0.3994
C -0.5638 0.1836 1.2421
C -1.0157 0.1531 2.7038
C -0.1526 1.0725 3.5826
C 0.9335 0.3024 4.3440
C 1.7989 -0.5706 3.4510
O 1.5896 -1.7694 3.3728
N 2.8248 0.0086 2.7826
C 3.0855 1.4208 2.6747
C 3.6804 -0.8397 1.9608
C 3.3143 -0.7635 0.5014
C 3.9723 0.1070 -0.3571
C 3.6117 0.1820 -1.6917
C 2.5863 -0.6100 -2.1783
C 1.9186 -1.4737 -1.3262
C 2.2811 -1.5515 0.0067
C -2.4967 0.5356 2.7637
C -3.3202 -0.3869 1.8654
O -1.8138 0.4464 -2.1927
H -1.1626 -0.4610 -6.7722
H -1.0312 -2.1986 -6.4117
H -2.2052 -1.2008 -5.5197
H 0.3266 1.0663 -3.4892
H -0.4729 1.4099 -5.0552
H -3.3126 1.1431 -5.0033
H -4.9755 0.7773 -2.8945
H -1.1167 -0.7374 -0.6352
H -1.3688 -1.7602 0.7881
H 0.4729 -0.1407 1.1546
H -0.6402 1.2024 0.8530
H -0.9120 -0.8738 3.0698
H 0.2950 1.8514 2.9628
H -0.7853 1.5687 4.3225
H 0.4454 -0.3832 5.0398
H 1.5479 0.9895 4.9279
H 4.1605 1.5945 2.7654
H 2.7580 1.8016 1.7018
H 2.5826 1.9795 3.4570
H 4.7184 -0.5277 2.1129
H 3.5494 -1.8617 2.3235
H 4.7821 0.7192 0.0158
H 4.1373 0.8555 -2.3532
H 2.3116 -0.5690 -3.2218
H 1.1217 -2.0923 -1.7103
H 1.7739 -2.2320 0.6748
H -2.8672 0.4606 3.7873
H -2.6240 1.5675 2.4284
H -4.3691 -0.0868 1.8528
H -3.2436 -1.4200 2.2216
*
```

## Properties
SMILES   CSCc1ccc(C(=O)N2CCC(CCC(=O)N(C)Cc3ccccc3)CC2)o1
E_HOMO   -8.5 eV
E_LUMO   0.64 eV
Max |F|   1.4 eV/Å
Gap between HOMO and LUMO   9.1451 eV

The molecule C23H30N2O3S, computed with ωB97M-V with the def2-TZVPD basis set.

```
! wB97M-V def2-TZVPD RIJCOSX def2/J DEFGRID3
* xyz 0 1
C 0.8279 -2.3954 -1.8360
C -0.3674 -1.7155 -2.4967
N -1.5929 -2.1468 -1.8407
C -2.7375 -2.3728 -2.5218
O -2.8191 -2.2852 -3.7285
C -3.9120 -2.7894 -1.6452
C -4.5938 -1.5718 -0.9981
C -3.6611 -0.8386 -0.0787
C -3.2164 0.4425 -0.3834
C -2.2977 1.0812 0.4322
C -1.8113 0.4277 1.5457
S -0.5104 1.1645 2.5195
O -0.7610 0.9019 3.9100
O -0.2917 2.5147 2.0969
N 0.7930 0.2255 1.9965
C 2.0695 0.9266 1.9271
C 2.6167 1.2567 3.3158
C 3.9329 2.0196 3.2030
C 4.9504 1.2112 2.4030
C 4.3994 0.8809 1.0191
C 3.0861 0.1110 1.1298
C -2.2652 -0.8316 1.8894
C -3.1967 -1.4578 1.0818
C -0.2650 -0.2047 -2.4987
C -0.6065 0.4964 -3.6492
C -0.5391 1.8777 -3.6790
C -0.1270 2.5767 -2.5567
C 0.2031 1.8874 -1.4031
C 0.1266 0.5048 -1.3710
H 1.7484 -2.0627 -2.3081
H 0.7491 -3.4746 -1.9439
H 0.8742 -2.1553 -0.7760
H -0.4591 -2.0563 -3.5342
H -1.6074 -2.1121 -0.8334
H -4.6331 -3.3003 -2.2840
H -3.5680 -3.4821 -0.8759
H -4.9418 -0.9025 -1.7856
H -5.4635 -1.9221 -0.4364
H -3.5802 0.9382 -1.2706
H -1.9460 2.0761 0.2171
H 0.8537 -0.5885 2.5941
H 1.8510 1.8588 1.3994
H 1.8730 1.8467 3.8551
H 2.7758 0.3257 3.8686
H 4.3235 2.2308 4.2001
H 3.7525 2.9736 2.7038
H 5.8799 1.7754 2.3064
H 5.1762 0.2836 2.9343
H 5.1255 0.2879 0.4594
H 4.2257 1.8069 0.4674
H 2.6909 -0.0998 0.1353
H 3.2592 -0.8416 1.6371
H -1.8946 -1.2968 2.7892
H -3.5651 -2.4382 1.3480
H -0.9347 -0.0482 -4.5221
H -0.8069 2.4092 -4.5804
H -0.0682 3.6549 -2.5799
H 0.5057 2.4234 -0.5158
H 0.3704 -0.0072 -0.4521
*
```

## Properties
SMILES   C[C@@H](NC(=O)CCc1ccc(S(=O)(=O)NC2CCCCC2)cc1)c1ccccc1
E_HOMO   -9.1 eV
E_LUMO   0.50 eV
Max |F|   0.8 eV/Å
Gap between HOMO and LUMO   9.6283 eV

The molecule C23H30N2O5, computed with ωB97M-V with the def2-TZVPD basis set.

```
! wB97M-V def2-TZVPD RIJCOSX def2/J DEFGRID3
* xyz 0 1
C 0.8823 2.3681 -4.8145
O 1.6432 2.8907 -3.7557
C 1.9346 2.0624 -2.7054
C 1.5456 0.7367 -2.5968
C 1.8722 -0.0032 -1.4726
C 2.6002 0.5454 -0.4178
N 2.9770 -0.1847 0.7198
C 2.5059 -1.5450 0.8575
C 1.0268 -1.5990 1.2752
N 0.8374 -0.8622 2.5061
C 0.0273 -1.1751 3.5474
O -0.1067 -0.4117 4.4895
C -0.7417 -2.4841 3.5150
C -2.1689 -2.2176 2.9925
C -2.1361 -1.5577 1.6438
C -2.0584 -0.1734 1.5572
C -1.9052 0.4556 0.3318
O -1.7519 1.8092 0.1991
C -1.9079 2.6215 1.3377
C -1.8720 -0.2995 -0.8591
O -1.6776 0.2763 -2.0966
C -2.3751 1.4656 -2.4060
C -1.9866 -1.6932 -0.7703
O -1.9496 -2.5842 -1.8015
C -2.0916 -2.1711 -3.1418
C -2.1063 -2.2998 0.4819
C 1.3770 0.4858 2.4417
C 2.8444 0.4688 2.0098
C 3.0242 1.8717 -0.5648
C 2.6946 2.6141 -1.6755
H -0.0950 2.0139 -4.4710
H 0.7430 3.1911 -5.5142
H 1.4060 1.5495 -5.3207
H 0.9682 0.2582 -3.3713
H 1.5331 -1.0261 -1.4474
H 2.6548 -2.0906 -0.0740
H 3.1172 -2.0237 1.6298
H 0.7205 -2.6360 1.3868
H 0.4164 -1.1405 0.4888
H -0.2561 -3.2492 2.9143
H -0.8107 -2.8403 4.5442
H -2.6763 -1.5679 3.7071
H -2.7065 -3.1655 2.9382
H -2.0798 0.4039 2.4667
H -1.7883 3.6437 0.9815
H -2.9019 2.5042 1.7805
H -1.1473 2.4140 2.0965
H -2.4881 1.4703 -3.4922
H -1.8143 2.3485 -2.0920
H -3.3649 1.4842 -1.9441
H -1.2432 -1.5696 -3.4730
H -3.0162 -1.6090 -3.2953
H -2.1332 -3.0958 -3.7182
H -2.1754 -3.3758 0.5045
H 1.2579 0.9374 3.4276
H 0.8075 1.0631 1.7002
H 3.2206 1.4886 1.9706
H 3.4423 -0.0907 2.7350
H 3.6352 2.3336 0.1946
H 3.0219 3.6378 -1.7685
*
```

## Properties
SMILES   COc1ccc(N2CCN(C(=O)CCc3cc(OC)c(OC)c(OC)c3)CC2)cc1
E_HOMO   -7.3 eV
E_LUMO   0.69 eV
Max |F|   0.7 eV/Å
Gap between HOMO and LUMO   7.9808 eV

A cluster of 2 separate species, C23H30N3 in total in a non-equilibrium geometry, computed with ωB97M-V with the def2-TZVPD basis set.

```
! wB97M-V def2-TZVPD RIJCOSX def2/J DEFGRID3
* xyz 1 1
C -6.1357 0.4108 2.2771
N -5.0973 -0.1802 1.4554
C -5.5350 -1.3322 0.6915
C -3.7483 0.1746 1.5756
C -2.8766 -0.5484 2.4224
C -1.5465 -0.1750 2.5516
C -1.0179 0.9176 1.8233
C 0.3861 1.2625 1.8777
C 1.4018 0.3045 1.7868
C 2.8354 0.5825 1.7697
C 3.5689 1.7608 1.7682
C 4.9699 1.6764 1.6598
C 5.6185 0.4329 1.5582
C 4.8798 -0.7664 1.5412
C 3.4988 -0.6589 1.6452
N 2.5163 -1.6583 1.5786
C 2.7406 -3.0804 1.4152
C 1.2817 -1.1003 1.6556
C -1.9070 1.6560 1.0024
C -3.2300 1.2815 0.8589
H -5.7244 1.2259 2.8816
H -6.9372 0.8010 1.6355
H -6.5745 -0.3492 2.9413
H -4.6916 -1.7489 0.1316
H -5.9526 -2.1030 1.3556
H -6.3221 -1.0259 -0.0123
H -3.2811 -1.3958 2.9800
H -0.8857 -0.7516 3.2017
H 0.6733 2.3094 1.7385
H 3.0432 2.7153 1.8305
H 5.5672 2.5910 1.6480
H 6.7082 0.4005 1.4935
H 5.3481 -1.7468 1.4619
H 3.8136 -3.2787 1.3902
H 2.2793 -3.6258 2.2474
H 2.2740 -3.4369 0.4879
H 0.3852 -1.7002 1.5498
H -1.5092 2.4952 0.4280
H -3.9008 1.8223 0.1902
C 1.0467 3.3970 7.3553
C 2.0901 2.3972 6.8534
C 1.9544 2.0819 5.3574
N 0.6047 1.8904 4.9013
C -0.4860 2.6487 5.4527
C -0.3637 2.9671 6.9475
H 1.1045 3.4689 8.4441
H 1.2625 4.3920 6.9476
H 3.0977 2.7836 7.0328
H 1.9792 1.4621 7.4185
H 2.4440 2.8905 4.7815
H 2.5079 1.1600 5.1165
H 0.5094 1.6439 3.9295
H -0.6088 3.6010 4.9034
H -1.4024 2.0654 5.2703
H -0.6355 2.0697 7.5187
H -1.0817 3.7551 7.1928
*
```

## Properties
E_HOMO   -10.5 eV
E_LUMO   -5.11 eV
Max |F|   2.3 eV/Å
Gap between HOMO and LUMO   5.3728 eV

E_HOMO of number 4 (C23H30N3)?
-10.5 eV

Among the records above, which one has the highest max |F|?
C23H30N3

The lowest gap between HOMO and LUMO belongs to which entry?
C23H30N3

gap between HOMO and LUMO of number 1 (C23H30N2O3S)?
9.1451 eV